[1]
{"formula": "C18H20N6O3S3", "method": "ωB97M-V/def2-TZVPD", "symbols": ["N", "N", "C", "N", "N", "C", "S", "C", "C", "O", "N", "C", "H", "H", "C", "N", "S", "O", "O", "C", "C", "C", "C", "C", "C", "H", "H", "H", "H", "H", "C", "H", "C", "H", "H", "H", "H", "H", "H", "H", "C", "C", "C", "C", "S", "H", "H", "H", "H", "H"], "positions_angstrom": [[-4.19144, -1.67665, -0.51515], [-3.22409, -0.77074, -0.91650], [-3.17415, 0.59283, -0.78497], [-2.07717, 1.04435, -1.35043], [-1.38398, 0.00683, -1.81883], [-2.06142, -1.08007, -1.56334], [-1.53522, -2.69606, -1.94978], [-1.55873, -3.42093, -0.25612], [-1.34856, -2.35314, 0.80152], [-2.29488, -2.02569, 1.51256], [-0.13898, -1.79461, 0.91541], [1.03219, -2.05992, 0.10733], [0.82999, -2.81335, -0.64991], [1.83682, -2.40350, 0.76689], [1.48789, -0.76162, -0.58041], [1.67931, 0.30648, 0.37270], [3.14582, 0.24462, 1.19390], [3.06138, 1.16828, 2.28615], [3.53865, -1.10999, 1.49145], [4.23110, 0.89713, -0.06767], [3.96873, 2.16117, -0.55892], [4.79455, 2.68723, -1.53784], [5.86682, 1.94467, -2.00978], [6.11932, 0.67784, -1.50828], [5.29482, 0.14749, -0.52847], [5.46038, -0.83351, -0.11128], [6.95583, 0.10449, -1.87795], [6.51017, 2.35707, -2.77271], [4.60375, 3.67330, -1.93281], [3.12727, 2.70915, -0.16748], [0.50921, 0.54218, 1.18798], [0.77326, 1.30178, 1.92336], [0.07768, -0.74504, 1.89568], [-0.84918, -0.59966, 2.45237], [0.87551, -1.05916, 2.57727], [-0.28472, 0.91869, 0.53595], [2.43804, -0.93129, -1.08845], [0.73556, -0.43313, -1.30697], [-0.78647, -4.18746, -0.23996], [-2.53407, -3.88171, -0.09795], [-4.15803, 1.40003, -0.12684], [-4.99656, 1.07308, 0.90706], [-5.80696, 2.15246, 1.30686], [-5.57625, 3.27601, 0.57686], [-4.35745, 3.05212, -0.61073], [-6.05217, 4.23175, 0.66950], [-6.52612, 2.09174, 2.10351], [-5.00355, 0.11780, 1.40189], [-3.94223, -2.03682, 0.41333], [-5.09170, -1.20650, -0.47004]], "mulliken_charge": [-1.216, 0.645, 0.944, -0.739, -0.317, 0.507, -0.250, -1.009, 0.748, -0.744, 0.115, -0.687, 0.490, 0.316, -1.053, 0.125, 1.381, -0.744, -0.694, -0.041, -0.319, -0.647, -0.333, -0.618, -0.157, 0.475, 0.393, 0.381, 0.389, 0.398, -1.002, 0.480, -0.708, 0.534, 0.301, 0.395, 0.457, 0.384, 0.596, 0.418, -0.085, -0.368, -0.642, -0.380, -0.109, 0.452, 0.404, 0.498, 0.308, 0.328], "energy_ha": -2446.711091, "orbital_gap_ev": 8.9, "homo_energy_ev": -8.52}



[2]
{"formula": "C18H20N6O4S3", "method": "ωB97M-V/def2-TZVPD", "symbols": ["C", "C", "N", "N", "C", "C", "H", "C", "H", "H", "H", "C", "H", "H", "C", "O", "N", "C", "H", "C", "N", "C", "O", "C", "C", "C", "H", "H", "S", "C", "N", "N", "C", "C", "H", "H", "H", "S", "C", "H", "H", "S", "C", "O", "O", "H", "H", "H", "H", "H", "H"], "positions_angstrom": [[-0.32743, -3.20889, -4.95192], [-1.25801, -2.84578, -3.85220], [-0.90881, -2.95108, -2.57987], [-1.96045, -2.53709, -1.85510], [-2.99126, -2.16269, -2.64769], [-2.56974, -2.35486, -3.94687], [-3.12679, -2.16727, -4.84140], [-4.28257, -1.65263, -2.12193], [-4.93503, -1.40109, -2.95306], [-4.77904, -2.40356, -1.50696], [-4.12853, -0.75780, -1.51897], [-1.88100, -2.53290, -0.42235], [-1.68232, -3.55042, -0.06277], [-2.82552, -2.18935, -0.00039], [-0.75028, -1.64367, 0.11938], [-0.89432, -0.96042, 1.11359], [0.37967, -1.73830, -0.59870], [1.57249, -1.03660, -0.25405], [2.36415, -1.28341, -0.96114], [1.46523, 0.48517, 0.03109], [2.02375, 0.22818, 1.33902], [2.05033, -1.13124, 1.21728], [2.37024, -2.01009, 1.95777], [2.38467, 1.21266, 2.25101], [3.07310, 2.26894, 1.75799], [3.21061, 3.55821, 2.47645], [2.88465, 3.49283, 3.51219], [4.21951, 3.96294, 2.42079], [2.17854, 4.81759, 1.58410], [0.67900, 3.94774, 1.49558], [0.00533, 3.80729, 0.41170], [-1.09010, 3.08246, 0.55001], [-1.29655, 2.63228, 1.73629], [-2.38773, 1.71601, 2.11385], [-2.72162, 1.90486, 3.13079], [-3.21501, 1.83324, 1.41872], [-2.01769, 0.68964, 2.05057], [-0.07157, 3.14709, 2.88624], [3.63286, 2.17571, 0.37736], [4.42717, 1.42581, 0.36070], [4.02218, 3.13322, 0.03710], [2.44011, 1.67091, -0.94069], [1.95895, 1.03156, 3.66138], [2.39037, 1.66307, 4.59583], [1.05892, 0.06349, 3.78209], [0.83305, -0.08670, 4.71286], [0.43601, 0.85044, 0.06543], [0.32460, -2.30172, -1.45746], [-0.06199, -2.32330, -5.52816], [-0.79877, -3.92214, -5.62565], [0.57663, -3.64836, -4.53982]], "mulliken_charge": [-1.167, 0.690, -1.109, 0.749, 1.115, -1.050, 0.402, -1.505, 0.341, 0.329, 0.310, -0.886, 0.118, 0.336, 0.576, -0.656, 0.114, -0.320, 0.595, -0.140, 0.618, 0.184, -0.685, 0.338, 0.769, -1.401, 0.329, 0.545, -0.210, 0.603, -0.388, -0.476, 0.920, -0.992, 0.369, 0.326, 0.149, -0.190, -0.850, 0.445, 0.460, -0.152, -0.149, -0.630, -0.371, 0.359, -0.060, 0.391, 0.268, 0.295, 0.348], "energy_ha": -2521.983705, "orbital_gap_ev": 8.6, "homo_energy_ev": -8.64}



[3]
{"formula": "C18H20O10", "method": "ωB97M-V/def2-TZVPD", "symbols": ["C", "C", "C", "O", "C", "C", "C", "O", "O", "O", "H", "H", "H", "H", "C", "C", "C", "O", "C", "C", "C", "O", "O", "O", "H", "H", "H", "H", "C", "C", "O", "C", "H", "H", "H", "H", "H", "H", "C", "C", "O", "C", "H", "H", "H", "H", "H", "H"], "positions_angstrom": [[30.23200, 6.03900, 4.01700], [29.03100, 5.05400, 3.71700], [27.84900, 5.27100, 4.44600], [26.88700, 4.46600, 4.25100], [27.73400, 6.21400, 5.43400], [29.00500, 7.12900, 5.77200], [30.18700, 7.06800, 4.93200], [31.22200, 7.70300, 5.24800], [29.05200, 8.19400, 6.56600], [29.19300, 4.19000, 2.85700], [31.24500, 5.66200, 3.30500], [26.72100, 6.21500, 5.89300], [28.08100, 8.45700, 6.86400], [28.52900, 3.59700, 2.92900], [23.66200, 4.46800, 4.16900], [22.50000, 3.46200, 3.76000], [21.40200, 3.91700, 2.86000], [20.52300, 3.17400, 2.50400], [21.36200, 5.29700, 2.53900], [22.54400, 6.22500, 2.98200], [23.70200, 5.76600, 3.69900], [24.62300, 6.56600, 3.91700], [22.46900, 7.58000, 2.53300], [22.53100, 2.26400, 4.35400], [24.36400, 4.05300, 4.79800], [20.56700, 5.60900, 1.90400], [21.52900, 7.81700, 2.25800], [21.55100, 1.98900, 4.07500], [17.90900, 9.59400, 1.64900], [18.78700, 8.46600, 1.60100], [20.03000, 8.50700, 1.69900], [18.03500, 7.23500, 1.25900], [18.16500, 10.29600, 2.38800], [16.91100, 9.18000, 1.85800], [17.89500, 10.32200, 0.68000], [16.86100, 7.27800, 1.40700], [18.58000, 6.36500, 1.79100], [18.35900, 7.01500, 0.21000], [24.28800, 12.37000, 3.21100], [24.78900, 11.39000, 4.17900], [25.29000, 11.80800, 5.26500], [24.68100, 9.89500, 3.86100], [23.56600, 12.08500, 2.49000], [24.90900, 12.43900, 2.38100], [24.05400, 13.33300, 3.53200], [23.64800, 9.40200, 4.06600], [25.35200, 9.28000, 4.31200], [25.03300, 9.81800, 2.79400]], "mulliken_charge": [-0.530, 0.116, 1.093, -0.676, -0.514, 0.292, 0.530, -0.602, -0.472, -0.386, 0.166, 0.298, 0.397, 0.297, -0.899, 0.140, 0.609, -0.618, -0.888, 0.549, 0.475, -0.483, -0.360, -0.504, 0.627, 0.478, 0.550, 0.402, -1.155, 0.758, -0.685, -0.702, 0.377, 0.320, 0.255, 0.340, 0.136, 0.262, -1.316, 0.790, -0.594, -0.715, 0.389, 0.379, 0.363, 0.151, 0.275, 0.282], "energy_ha": -1449.922559, "orbital_gap_ev": 6.3, "homo_energy_ev": -8.37}



[4]
{"formula": "C18H20O4", "method": "ωB97M-V/def2-TZVPD", "symbols": ["O", "O", "O", "O", "C", "C", "C", "C", "C", "C", "C", "C", "C", "C", "C", "C", "C", "C", "C", "C", "C", "C", "H", "H", "H", "H", "H", "H", "H", "H", "H", "H", "H", "H", "H", "H", "H", "H", "H", "H", "H", "H"], "positions_angstrom": [[0.56882, 4.49446, 2.78031], [2.80612, 3.64169, 1.73874], [0.10171, -1.19777, 1.43703], [-2.00135, -0.58499, 0.48148], [0.35876, 3.28559, 3.03209], [4.88663, 0.53082, -0.15755], [4.22188, -0.64183, -0.38780], [0.86719, 2.25018, 2.21040], [0.21192, 1.02645, 2.05652], [4.16242, 1.51915, 0.53022], [2.94074, -0.81121, 0.10481], [2.16482, 2.45123, 1.65188], [0.84612, -0.04587, 1.33297], [2.87303, 1.30662, 1.02897], [2.18832, 0.16423, 0.82984], [-0.39169, 3.16979, 4.29010], [-4.17699, -2.94470, -1.05020], [-1.68198, -1.17040, -0.88154], [-1.19179, -0.79631, 1.71813], [-1.10780, 0.49969, 2.54300], [-2.90091, -3.39411, -0.37266], [-1.63669, -2.71098, -0.93204], [2.07105, 4.27421, 1.58954], [5.89445, 0.75612, -0.42214], [4.63964, -1.38561, -1.02346], [4.67350, 2.47551, 0.55548], [2.59826, -1.78411, -0.01234], [-0.08733, 3.90828, 5.10466], [-0.19627, 2.14584, 4.66432], [-1.49168, 3.16515, 4.17956], [-3.94619, -2.99679, -2.15297], [-5.05786, -3.40268, -0.74591], [-4.30887, -1.89233, -0.68962], [-0.78732, -0.72382, -1.23738], [-2.51278, -0.98344, -1.51747], [-1.60061, -1.61689, 2.21854], [-1.08672, 0.23832, 3.63003], [-2.03873, 1.12590, 2.35635], [-2.90201, -4.51598, -0.52144], [-3.00186, -3.23293, 0.69867], [-1.52537, -3.01552, -1.94909], [-0.78564, -2.93199, -0.30783]], "mulliken_charge": [-0.700, -0.646, -0.486, -0.500, 0.907, -0.622, -0.666, 0.542, 1.044, -0.503, -0.733, -0.045, -0.263, 0.354, -0.106, -1.228, -1.199, -0.641, 0.174, -0.863, -0.210, -0.595, 0.378, 0.439, 0.419, 0.373, 0.511, 0.331, 0.331, 0.290, 0.250, 0.442, 0.216, 0.303, 0.517, 0.401, 0.277, 0.308, 0.367, 0.142, 0.466, 0.222], "energy_ha": -998.780643, "orbital_gap_ev": 7.7, "homo_energy_ev": -7.62}



[5]
{"formula": "C18H20O4PS4SiTi", "method": "ωB97M-V/def2-TZVPD", "symbols": ["Ti", "O", "C", "S", "C", "C", "S", "S", "S", "C", "O", "P", "O", "C", "O", "C", "H", "H", "H", "H", "H", "H", "H", "H", "H", "C", "C", "C", "C", "C", "C", "Si", "C", "C", "C", "C", "C", "C", "H", "H", "H", "H", "H", "H", "H", "H", "H", "H", "H"], "positions_angstrom": [[-0.71817, 0.87002, 0.65517], [4.99007, 1.18241, 4.02767], [3.97135, 0.96729, 3.42862], [2.39656, 0.74250, 4.20987], [1.47642, 0.49356, 2.74344], [2.15011, 0.53064, 1.57958], [1.42674, 0.25343, 0.00806], [3.87033, 0.84633, 1.66148], [-0.24716, 0.22061, 2.86711], [-4.55264, -2.24006, -1.06304], [-4.08883, -1.02707, -0.44803], [-2.58050, -0.88662, 0.10114], [-2.86178, 0.40714, 1.11059], [-3.50294, 0.16769, 2.38496], [-1.85807, 0.09193, -1.04676], [-2.63170, 1.06874, -1.82094], [-5.63641, -2.20966, -1.03877], [-4.19941, -3.11751, -0.51953], [-4.21605, -2.29886, -2.09749], [-3.25001, 0.99962, 3.03089], [-3.13141, -0.75619, 2.82999], [-4.57617, 0.10930, 2.23200], [-1.92673, 1.54548, -2.49399], [-3.08042, 1.80645, -1.16593], [-3.40318, 0.55215, -2.37984], [1.19094, 4.79752, -3.71437], [-0.08671, 5.18310, -3.33309], [-0.60549, 4.75758, -2.11564], [0.12944, 3.93170, -1.25671], [1.41130, 3.54868, -1.66645], [1.94020, 3.98262, -2.87455], [-0.66015, 3.35662, 0.36276], [0.33193, 3.97244, 1.85394], [-0.30929, 4.06586, 3.09213], [0.37297, 4.46647, 4.23077], [1.72632, 4.77241, 4.15486], [2.38468, 4.67916, 2.93758], [1.69150, 4.28290, 1.79937], [1.60212, 5.13140, -4.65930], [-0.67824, 5.82332, -3.97636], [-1.59904, 5.08342, -1.82018], [2.00499, 2.89309, -1.04199], [2.93911, 3.67948, -3.16507], [-1.90999, 4.17906, 0.42852], [-1.36682, 3.82882, 3.16562], [-0.14940, 4.53368, 5.17823], [2.26778, 5.07476, 5.04423], [3.44233, 4.90783, 2.87529], [2.22082, 4.22667, 0.85318]], "mulliken_charge": [0.463, -0.584, 0.607, -0.131, 0.346, 0.001, -0.373, -0.125, -0.511, -0.740, -0.270, 0.346, 0.094, -0.932, -0.282, -0.621, 0.250, 0.359, 0.301, 0.290, 0.394, 0.264, 0.270, 0.279, 0.285, -0.417, -0.562, -0.385, 0.285, 0.073, -0.794, 0.568, 0.461, -0.376, -0.604, -0.443, -0.624, -0.236, 0.372, 0.390, 0.309, 0.216, 0.392, -0.323, 0.277, 0.381, 0.378, 0.401, 0.280], "spin_multiplicity": 2, "energy_ha": -4071.989891, "orbital_gap_ev": [6.9, 7.0], "homo_energy_ev": [-7.39, -7.42]}